DFT (ωB97M-V/def2-TZVPD) results for 12 unconnected molecules or ions with the total composition C66H148F10N12O22S10 at a distorted geometry.

Output
Multiplicity   2
Charge   +3
E_HOMO (spin up / spin down)   -12.339 / -12.339 eV
E   -269252.1251 eV

Geometry (Å):
C: 4.2746 -0.7828 -3.6338
C: 5.5288 -1.1178 -2.6760
N: 5.2589 -2.4967 -1.8289
C: 6.5966 -2.6123 -1.0711
C: 4.1081 -2.3307 -0.7177
C: 4.2064 -3.2552 0.5911
C: 5.0004 -3.7897 -2.6860
C: 5.8524 -3.9285 -3.9824
O: 7.1897 -3.4947 -3.8289
C: 8.1374 -3.7966 -4.8012
H: 4.4297 0.2417 -3.9722
H: 3.2995 -0.8583 -3.1524
H: 4.0911 -1.4938 -4.4393
H: 5.8460 -0.3917 -1.9274
H: 6.3838 -1.2550 -3.3381
H: 7.4375 -2.5422 -1.7611
H: 6.5194 -3.6032 -0.6236
H: 6.7350 -1.7609 -0.4046
H: 3.2043 -2.5248 -1.2952
H: 3.9790 -1.3047 -0.3731
H: 4.3790 -4.2726 0.2401
H: 3.3012 -3.4181 1.1761
H: 5.0480 -3.0938 1.2647
H: 3.9510 -3.7946 -2.9806
H: 5.1998 -4.5948 -1.9787
H: 5.4583 -3.3776 -4.8364
H: 5.9166 -5.0124 -4.0778
H: 8.1766 -3.0779 -5.6198
H: 7.8933 -4.7465 -5.2767
H: 9.1677 -3.7018 -4.4583
C: -4.4425 1.2644 4.1418
C: -4.2610 -0.2281 4.0115
O: -4.5666 -0.9223 3.0213
N: -3.7588 -0.8218 5.2999
H: -3.0870 -0.2349 5.7734
H: -4.4874 -0.9499 5.9876
C: -3.3133 -2.3559 5.1192
H: -5.1984 1.4240 4.9108
H: -4.9344 1.6074 3.2315
H: -3.6370 1.9094 4.4926
H: -2.5836 -2.7264 5.8392
H: -2.9258 -2.5256 4.1147
H: -4.2955 -2.8231 5.0470
C: -2.0513 2.0620 -4.4924
C: -1.4594 0.8539 -3.7876
C: -1.7270 0.9702 -2.2545
C: -0.8352 -0.1741 -1.5331
N: -0.8512 -0.1900 -0.0137
C: 0.1852 -1.2282 0.5087
C: -0.6313 -2.5048 0.8217
C: -1.9892 -1.9702 1.2012
C: -2.2252 -0.8123 0.3358
C: -0.7959 1.1674 0.7175
C: 0.5278 1.9147 0.4467
C: 1.7185 1.7318 1.3902
H: -2.2883 1.9002 -5.5439
H: -1.2835 2.8237 -4.6278
H: -2.9236 2.6000 -4.1211
H: -0.3789 0.7765 -3.9088
H: -1.8961 -0.0807 -4.1395
H: -2.7680 0.6935 -2.0877
H: -1.7079 1.9697 -1.8199
H: 0.1908 0.0838 -1.7953
H: -0.8148 -1.1227 -2.0697
H: 0.4337 -0.8731 1.5088
H: 1.1219 -1.2767 -0.0465
H: -0.2359 -3.0953 1.6482
H: -0.7485 -3.1516 -0.0478
H: -1.9025 -1.6612 2.2428
H: -2.7561 -2.7441 1.1692
H: -2.8701 0.0317 0.5804
H: -2.7092 -1.1214 -0.5907
H: -1.0117 0.9084 1.7540
H: -1.6184 1.7765 0.3423
H: 0.2133 2.9383 0.2434
H: 0.8118 1.5694 -0.5474
H: 2.6760 1.7122 0.8696
H: 1.7125 0.7113 1.7732
H: 1.8923 2.4264 2.2121
C: 1.3489 0.3587 -12.3301
C: 0.2196 -0.2307 -11.4424
C: 0.1558 0.4700 -10.0728
C: 1.3865 0.0575 -9.2181
N: 1.1383 0.5856 -7.7817
C: 2.4485 0.3431 -6.9844
C: 3.2627 1.6917 -7.1452
C: 2.2512 2.6406 -7.9146
C: 0.8286 2.0698 -7.6063
C: -0.0270 -0.2453 -7.1118
C: 0.2067 -1.7522 -6.9517
C: -0.8314 -2.3342 -5.9103
H: 1.3120 1.4456 -12.4028
H: 1.2554 0.0487 -13.3709
H: 2.3286 0.0328 -11.9807
H: 0.3755 -1.3092 -11.4199
H: -0.7265 -0.1023 -11.9682
H: -0.8364 0.3372 -9.6416
H: 0.2306 1.5424 -10.2532
H: 2.2496 0.6573 -9.5066
H: 1.5236 -1.0239 -9.2246
H: 2.2449 0.1017 -5.9411
H: 2.9352 -0.5822 -7.2927
H: 3.6044 1.9122 -6.1339
H: 4.1482 1.4961 -7.7501
H: 2.3353 3.6800 -7.5971
H: 2.3720 2.5917 -8.9968
H: 0.6243 2.3297 -6.5676
H: 0.1611 2.4058 -8.3998
H: -1.0159 0.0064 -7.4950
H: -0.0314 0.2497 -6.1407
H: 1.1758 -2.0522 -6.5531
H: 0.0138 -2.2964 -7.8762
H: -0.5061 -2.0590 -4.9070
H: -0.9433 -3.4137 -5.8097
H: -1.8149 -1.8765 -6.0172
C: -2.7590 5.7433 -0.4686
C: -2.5829 5.9200 -1.9804
C: -1.0055 5.8525 -2.4139
C: -0.4914 7.2768 -2.0811
N: 0.9455 7.4146 -2.7075
C: 1.4791 8.7421 -2.2248
C: 1.4411 9.7133 -3.4372
C: 0.8132 8.9812 -4.5967
C: 0.9509 7.4998 -4.2143
C: 1.9675 6.3476 -2.1281
C: 2.1321 6.3217 -0.5805
C: 3.3360 5.4870 -0.1961
H: -3.7576 5.3798 -0.2261
H: -2.5769 6.6781 0.0615
H: -2.1758 4.9734 0.0365
H: -3.0495 6.8083 -2.4062
H: -3.0720 5.0569 -2.4322
H: -1.0100 5.5721 -3.4672
H: -0.5216 5.1171 -1.7712
H: -0.4933 7.4144 -0.9999
H: -1.0586 8.1406 -2.4278
H: 2.4790 8.5952 -1.8166
H: 0.8969 9.1143 -1.3819
H: 2.4681 9.9892 -3.6765
H: 0.8400 10.5887 -3.1913
H: 1.2678 9.2044 -5.5619
H: -0.2447 9.2047 -4.7350
H: 1.9970 7.2752 -4.4223
H: 0.2667 6.7513 -4.6141
H: 2.9509 6.3823 -2.5969
H: 1.5507 5.4208 -2.5224
H: 1.2847 6.0831 0.0623
H: 2.3606 7.3281 -0.2298
H: 4.2648 5.9335 -0.5513
H: 3.2051 4.4437 -0.4832
H: 3.2873 5.6489 0.8807
C: -2.9933 -6.4115 2.1176
C: -4.0970 -5.3273 1.9688
C: -5.4321 -6.0268 2.3400
C: -6.4900 -4.9492 2.8381
N: -7.9512 -5.3178 2.7469
C: -8.2958 -5.3267 1.2789
C: -9.2518 -6.4814 1.1392
C: -8.7350 -7.5199 2.0552
C: -8.2115 -6.7961 3.2162
C: -8.8796 -4.2749 3.4071
C: -8.3541 -2.8036 3.3489
C: -9.3339 -1.9336 4.1414
H: -2.0756 -5.9459 1.7583
H: -3.0538 -7.2425 1.4148
H: -2.7950 -6.6314 3.1666
H: -4.1567 -4.9335 0.9543
H: -4.1220 -4.4482 2.6127
H: -5.2735 -6.8075 3.0839
H: -5.8636 -6.6254 1.5378
H: -6.3103 -4.0236 2.2914
H: -6.3477 -4.8414 3.9134
H: -8.6437 -4.3783 0.8696
H: -7.4886 -5.7111 0.6555
H: -10.2442 -6.2471 1.5244
H: -9.4190 -6.8282 0.1195
H: -9.3442 -8.3974 2.2719
H: -7.9503 -8.0524 1.5178
H: -8.9313 -6.7831 4.0346
H: -7.3431 -7.3425 3.5842
H: -9.0593 -4.5989 4.4323
H: -9.8713 -4.3717 2.9652
H: -8.2865 -2.3739 2.3494
H: -7.4076 -2.6963 3.8787
H: -10.3513 -1.9062 3.7514
H: -9.0325 -0.8870 4.1832
H: -9.5153 -2.3545 5.1304
C: 4.6650 0.0100 3.4362
C: 4.2107 0.5556 4.9114
C: 5.3509 0.4893 6.0135
C: 5.4442 -0.9580 6.6136
N: 6.6466 -1.1068 7.6426
C: 6.3818 -2.3076 8.5736
C: 5.3368 -1.8125 9.5445
C: 5.6654 -0.3794 9.7448
C: 6.7150 0.0016 8.6533
C: 8.0003 -1.2886 6.9404
C: 8.0951 -2.5880 6.0497
C: 9.5080 -2.7433 5.4060
H: 5.4423 0.6379 3.0006
H: 3.8225 -0.1310 2.7592
H: 5.2149 -0.9267 3.5278
H: 3.4541 -0.0861 5.3628
H: 3.8557 1.5770 4.7746
H: 5.0868 1.1705 6.8224
H: 6.2877 0.7825 5.5396
H: 5.5728 -1.8545 6.0071
H: 4.4833 -1.1512 7.0906
H: 7.3860 -2.4797 8.9611
H: 6.0682 -3.2492 8.1228
H: 5.3525 -2.3824 10.4736
H: 4.3472 -1.9015 9.0963
H: 6.0583 -0.2547 10.7538
H: 4.7625 0.2312 9.7328
H: 7.6910 -0.0241 9.1378
H: 6.5454 0.9827 8.2096
H: 8.7441 -1.3251 7.7364
H: 8.1638 -0.3886 6.3477
H: 7.4216 -2.3930 5.2152
H: 7.6429 -3.4993 6.4412
H: 9.9512 -1.7551 5.2836
H: 9.4897 -3.3427 4.4958
H: 10.1352 -3.2208 6.1588
N: -7.3458 -0.3676 -3.8054
S: -8.2832 -0.4795 -5.0843
O: -8.8157 -1.7661 -5.4511
O: -8.3658 0.6242 -6.0242
F: -9.4938 -0.0632 -4.0691
S: -5.9588 -0.6149 -4.7604
O: -5.5890 0.2656 -5.8393
O: -5.6234 -2.0302 -4.9628
F: -4.8639 -0.2298 -3.6253
N: -6.3532 1.5897 -1.3813
S: -5.7068 2.8351 -2.0517
O: -4.3026 3.0068 -1.9573
O: -6.5308 4.0550 -2.2455
F: -5.9391 2.0934 -3.5171
S: -5.9122 2.2855 0.1976
O: -6.4422 3.6445 0.5028
O: -4.5659 1.9663 0.7412
F: -6.7723 1.2438 1.0380
N: -0.1086 5.5700 4.5129
S: -0.0837 6.2658 3.1668
O: -0.6669 5.6396 1.9835
O: 1.0897 7.1470 2.9346
F: -1.2510 7.2798 3.6438
S: 1.5324 5.0485 4.5184
O: 2.4022 5.4886 5.6030
O: 2.1533 4.6830 3.2176
F: 1.1039 3.5702 5.0178
N: 1.8946 -4.7207 4.0287
S: 0.5162 -4.5287 4.5872
O: -0.4506 -3.6184 3.9286
O: 0.4522 -4.7514 6.0560
F: -0.0048 -5.9533 3.9573
S: 2.2844 -3.0514 3.9085
O: 2.4780 -2.5343 5.2411
O: 1.6628 -2.2714 2.8480
F: 3.8160 -3.1253 3.4354
N: -1.6600 0.5177 6.0146
S: -1.6746 1.8461 7.0336
O: -1.2726 3.1742 6.6158
O: -1.4276 1.4733 8.4157
F: -3.2680 2.0692 7.1355
S: -0.2378 0.5168 5.5871
O: 0.7633 0.7932 6.5713
O: -0.0063 0.9952 4.2240
F: -0.1333 -1.0981 5.2861

Cartesian forces, eV/Å:
0.7 -0.2 1.7
-2.5 -1.8 -1.0
1.2 1.8 0.4
-0.5 -0.5 -0.7
-0.2 -0.7 0.5
0.7 -0.9 -2.1
0.9 1.8 0.3
1.2 -0.1 0.7
-0.2 1.0 2.0
0.2 -0.1 -1.7
-0.2 -0.2 -0.3
0.1 0.5 0.7
1.0 0.1 -0.3
-0.8 0.1 0.0
0.0 -0.6 0.3
-0.4 -0.5 -0.2
0.6 0.4 0.5
-0.6 -0.4 0.4
-0.1 -0.4 0.2
0.8 0.3 -0.4
0.1 -0.3 -0.2
-0.2 1.0 -0.4
-0.2 0.7 -0.2
0.0 0.0 0.2
-0.1 0.0 -0.2
-0.6 -0.4 -0.1
-0.6 -0.2 -0.9
-0.7 0.4 -0.2
0.5 -0.3 0.2
-0.3 -0.7 0.8
-1.1 -0.4 -0.4
-1.0 -0.2 -2.6
1.4 1.9 4.1
-0.6 -4.2 -1.2
1.7 0.8 0.0
-0.8 0.5 0.0
-0.8 1.2 -1.1
-0.2 -0.2 0.4
0.5 0.2 -0.1
0.5 -0.5 -0.4
-0.4 0.4 0.3
0.4 0.6 0.2
0.3 -0.5 0.7
0.7 0.9 -1.6
-0.8 0.6 1.6
-0.2 -2.8 0.4
1.4 3.4 -0.7
-1.0 -1.9 -0.9
-1.2 0.3 1.8
0.3 -0.2 -1.2
0.2 -0.4 1.9
-0.8 1.3 -1.7
0.8 -0.1 -0.5
-0.5 -0.1 -0.3
0.5 -0.7 0.1
-0.2 -0.6 -0.1
0.2 0.3 0.5
0.0 -0.6 0.7
0.2 0.2 -0.4
-0.1 0.0 0.0
-0.2 0.0 -0.1
0.8 0.0 -0.2
0.4 0.6 0.2
-1.3 -0.5 0.9
0.2 0.2 -0.1
-0.4 0.0 -0.4
0.3 0.2 -0.2
0.2 -0.1 -0.2
-0.1 0.1 0.2
-0.1 0.2 -0.2
0.0 -0.2 1.0
0.4 -0.3 -0.3
0.3 0.1 0.1
-0.1 -0.3 0.0
0.4 0.3 0.5
0.3 0.0 -0.2
0.0 0.4 -0.6
-0.3 0.1 0.5
-0.8 0.1 0.0
-0.4 -0.2 -0.1
0.4 0.8 -1.0
0.8 -0.4 -0.8
-1.9 2.2 0.4
-0.9 -2.8 1.6
-0.2 0.8 -0.3
-1.0 -1.5 -0.9
-0.1 -0.2 1.2
2.9 0.0 -1.4
1.2 0.6 1.1
-1.4 -0.9 0.5
0.4 1.0 0.5
0.0 0.1 0.4
0.0 -0.4 0.1
0.1 0.2 0.0
-0.1 -0.1 0.6
-0.1 0.1 0.1
0.3 -0.4 0.5
0.0 0.1 -0.2
0.1 -0.8 -0.5
0.3 0.2 0.4
-0.6 0.6 0.1
0.0 0.3 -0.8
-0.2 0.9 -0.2
0.0 0.2 0.0
0.0 -0.1 -0.1
0.5 0.1 0.1
-0.7 -0.5 -0.2
-0.5 -0.1 0.7
0.3 -0.1 -0.7
-0.1 -0.4 0.3
0.2 0.4 -0.3
0.3 0.2 -0.2
0.1 0.3 0.1
0.2 0.0 -0.9
-0.1 -0.2 -0.2
-0.5 0.4 0.2
1.6 -1.8 0.0
-3.0 1.8 1.1
1.2 -1.8 -1.1
0.7 0.8 2.5
0.1 1.0 -0.4
0.2 0.1 0.8
-1.3 -1.0 -0.2
1.2 0.0 0.5
-2.1 -0.8 0.2
0.0 1.1 -1.1
-0.6 0.5 0.6
-0.4 0.5 -0.2
-0.1 -0.1 0.2
0.7 0.1 -0.5
0.1 0.1 0.2
0.0 0.1 -0.3
0.4 0.1 0.0
0.1 0.0 -0.2
0.7 -0.2 0.0
-0.1 -0.3 -0.7
0.0 0.1 -0.4
-0.2 -0.2 -0.2
-0.2 0.3 0.0
0.4 0.1 0.0
0.2 -0.2 0.1
-0.1 0.3 0.2
-0.1 -0.6 -0.4
0.1 0.3 -0.1
-0.1 1.0 -0.2
0.0 -0.3 0.3
-0.4 -0.5 -0.6
0.1 0.2 -0.1
0.0 -0.3 -0.2
0.3 -0.1 0.2
0.6 -0.9 0.3
1.0 2.3 -0.5
-1.5 -1.8 0.1
-1.5 0.5 -0.1
0.9 -1.3 0.8
0.3 -0.2 -1.3
-0.4 -1.4 -1.1
-2.7 0.3 -0.2
1.0 -2.1 -1.7
0.0 0.5 1.5
0.7 0.3 0.2
-1.0 -0.3 0.7
-0.9 -0.1 0.1
0.4 0.1 0.3
-0.8 -0.3 0.5
-0.2 -0.5 -0.2
0.0 -0.1 -0.1
1.2 -0.1 0.3
0.2 0.4 0.5
0.2 0.3 -0.5
-0.3 0.0 0.2
0.4 0.5 0.0
0.1 0.1 0.5
0.8 0.7 0.5
-0.3 0.5 -0.2
0.3 0.2 0.0
-0.7 0.6 0.4
0.7 0.2 0.1
0.0 0.4 0.0
0.4 0.9 0.2
0.5 0.1 0.2
0.2 0.0 -0.5
0.2 -0.4 -0.2
0.2 -0.3 -0.3
0.0 -0.1 -0.6
0.3 -0.2 0.2
0.5 0.3 0.3
0.3 0.2 2.2
1.4 -1.1 -0.8
-0.3 -1.2 -1.4
0.7 0.8 0.6
-0.8 -0.9 -0.5
0.4 -0.1 -0.3
-0.1 -0.9 -0.3
0.1 1.5 0.5
-0.7 0.1 1.0
-0.6 -1.2 -0.1
-0.5 1.5 -1.3
-0.6 0.0 1.8
-0.4 0.6 -0.1
0.0 0.1 0.1
-0.4 -0.4 0.2
-0.6 0.2 -0.7
-0.1 -0.1 0.3
0.1 0.0 -0.1
0.2 0.2 0.3
0.1 0.6 -0.7
0.3 0.1 0.6
-0.2 -0.1 0.7
0.1 0.4 -0.8
0.0 -0.1 -0.1
0.0 -0.3 0.1
0.4 0.3 -0.2
0.1 0.2 -0.3
0.1 0.0 -0.4
0.2 -0.3 -0.1
0.0 0.1 0.1
0.0 -0.1 -0.1
-0.1 0.2 -0.2
0.6 0.0 0.7
-0.1 0.0 -0.5
0.0 0.2 0.1
0.2 -0.3 -0.2
3.6 -0.7 -1.8
-11.2 2.3 -0.5
2.6 0.3 -0.1
1.8 -1.9 1.3
0.3 0.1 -0.8
8.3 -1.4 0.7
-1.7 -0.6 1.4
-2.1 2.2 0.6
-1.3 -0.4 -0.6
1.3 1.7 5.0
-3.7 3.4 -6.8
1.3 0.0 0.3
2.2 -2.9 0.8
0.5 0.7 -0.1
-0.2 0.0 3.6
1.3 -3.9 -1.0
-2.2 0.5 -1.7
-0.4 0.3 -0.2
4.3 -2.3 1.1
-1.3 5.1 -3.1
0.8 0.2 1.1
-2.0 -1.5 -0.1
0.1 0.0 -1.1
0.9 -3.7 1.4
-1.8 0.2 -2.1
-1.1 1.1 2.0
0.4 0.6 0.0
4.1 4.5 -2.6
-7.0 -3.5 3.7
1.8 -1.0 1.4
-0.3 1.1 -3.5
-0.2 0.4 0.7
1.8 0.2 0.9
-0.7 0.2 -1.3
1.0 -1.2 1.2
-0.4 -0.8 -0.3
-3.5 3.0 2.8
-1.8 3.0 5.0
0.1 -2.7 -0.8
0.4 -0.2 -2.3
-0.2 -0.9 -1.1
6.9 -2.7 -5.7
-0.8 0.0 -0.2
-0.6 -0.2 1.7
-0.2 0.9 0.7

Löwdin population analysis, charges in e, atoms 1 to 2: atom 1 (C): -0.05, atom 2 (C): -0.06